Molecular formula: C2H27O12
Method: DFT, ωB97M-V/def2-TZVPD

Calculated values
Net charge: -1
ΔE to the lowest compared entry with this formula, charge and spin in kJ/mol: 692.3
Frontier orbital gap in eV: 5.8
Calculated total energy in eV: -27078.3800
LUMO energy in eV: 1.92

Each line ends with the natural charge from an NBO analysis.
Cartesian coordinates (Å):
O -0.585 2.561 2.148  -0.800
H -0.171 1.605 1.919  0.562
H -0.769 2.648 3.004  0.510
H -1.330 2.595 1.562  0.547
C 0.295 0.027 0.404  -0.306
O 0.598 0.086 1.913  -0.990
H 1.140 -0.037 -0.252  0.154
H -0.222 1.071 0.261  0.167
H -0.265 -0.854 0.212  0.170
C -3.082 1.425 0.871  -0.308
O -2.902 2.885 0.847  -0.986
H -4.060 1.177 0.626  0.164
H -3.471 1.146 1.956  0.099
H -2.381 0.737 0.630  0.133
O 2.411 2.049 1.741  -1.009
H 3.222 1.876 1.188  0.454
H 1.737 1.270 1.533  0.505
O -0.750 -2.262 2.645  -0.982
H -0.550 -2.898 1.971  0.424
H -0.257 -1.372 2.273  0.514
O 2.836 -1.552 2.009  -1.000
H 3.417 -0.953 2.417  0.469
H 1.928 -1.218 1.878  0.510
O 3.034 0.736 -2.247  -0.925
H 3.184 1.606 -2.612  0.489
H 3.548 0.162 -2.850  0.483
O -2.008 -3.501 -0.508  -0.915
H -1.275 -3.577 0.168  0.461
H -1.760 -4.165 -1.087  0.467
O 0.524 -0.152 -2.991  -0.981
H 0.595 0.040 -3.894  0.464
H 1.501 0.088 -2.639  0.481
O -2.622 -1.300 -2.174  -0.961
H -2.428 -0.469 -1.887  0.457
H -2.193 -1.865 -1.473  0.490
O 0.738 -2.563 -1.387  -0.953
H 0.704 -1.558 -1.296  0.493
H 0.906 -2.901 -0.503  0.455
O 0.454 2.828 -2.146  -0.950
H 0.784 1.950 -2.238  0.463
H -0.474 2.628 -1.988  0.481

Molecular formula: C2H2AgMgO2
Method: DFT, ωB97M-V/def2-TZVPD

Calculated values
Multiplicity: 2
ΔE to the lowest compared entry with this formula, charge and spin in kJ/mol: 164.6
Frontier orbital gap (alpha / beta) in eV: 5.3 / 4.9
Calculated total energy in eV: -15639.9089
LUMO energy (alpha / beta) in eV: -1.03 / -1.43

Each line ends with the natural charge from an NBO analysis.
Cartesian coordinates (Å):
C -1.326 0.284 -0.155  0.284
C -0.192 -0.514 -0.481  -0.009
O 1.039 -0.094 -0.060  -1.047
O -1.198 1.550 0.111  -0.628
H -1.066 -0.056 -1.516  0.206
Mg 2.315 -1.137 1.154  0.275
Ag 0.832 1.569 1.374  0.712
H -0.403 -1.600 -0.426  0.207

Molecular formula: C2H2B3ClF12HfO6
Method: DFT, ωB97M-V/def2-TZVPD

Calculated values
Net charge: -2
ΔE to the lowest compared entry with this formula, charge and spin in kJ/mol: 234.5
Frontier orbital gap in eV: 8.8
Calculated total energy in eV: -62886.1208
LUMO energy in eV: 4.84

Each line ends with the natural charge from an NBO analysis.
Cartesian coordinates (Å):
Hf -0.389 0.281 0.416  2.554
Cl -2.051 1.013 2.464  -0.635
B 1.336 -1.830 -2.039  1.346
F 0.943 -1.300 -3.282  -0.568
F 0.734 -1.131 -0.995  -0.547
F 1.128 -3.192 -1.958  -0.564
F 2.650 -1.685 -1.984  -0.553
B -2.862 0.251 -1.091  1.296
F -2.389 1.352 -0.443  -0.519
F -3.365 0.627 -2.290  -0.542
F -1.719 -0.481 -1.257  -0.511
F -3.754 -0.381 -0.367  -0.512
B 2.242 0.981 1.799  1.337
F 0.982 1.002 2.294  -0.519
F 2.805 2.288 1.653  -0.564
F 3.076 0.212 2.548  -0.542
F 2.005 0.370 0.610  -0.519
O 0.910 3.896 -1.531  -0.650
C 0.468 2.793 -0.951  0.993
O 0.426 1.603 -1.422  -0.768
O 0.004 2.691 0.224  -0.785
H 0.572 4.553 -0.919  0.497
O -0.621 -3.719 2.253  -0.684
C -0.571 -2.482 1.666  0.998
O -1.351 -2.042 0.830  -0.766
O 0.266 -1.600 1.783  -0.765
H -1.475 -4.069 1.990  0.492

> Look up the calculated total energy of the first one.

-27078.3800 eV

What did the second record say?
Molecular formula: C2H2AgMgO2
Method: DFT, ωB97M-V/def2-TZVPD

Calculated values
Multiplicity: 2
ΔE to the lowest compared entry with this formula, charge and spin in kJ/mol: 164.6
Frontier orbital gap (alpha / beta) in eV: 5.3 / 4.9
Calculated total energy in eV: -15639.9089
LUMO energy (alpha / beta) in eV: -1.03 / -1.43

Each line ends with the natural charge from an NBO analysis.
Cartesian coordinates (Å):
C -1.326 0.284 -0.155  0.284
C -0.192 -0.514 -0.481  -0.009
O 1.039 -0.094 -0.060  -1.047
O -1.198 1.550 0.111  -0.628
H -1.066 -0.056 -1.516  0.206
Mg 2.315 -1.137 1.154  0.275
Ag 0.832 1.569 1.374  0.712
H -0.403 -1.600 -0.426  0.207

> What is the ΔE to the lowest compared entry with this formula, charge and spin in the third record?

234.5 kJ/mol